No. 1
A cluster of 2 separate species, C4H11N3O2 in total in a non-equilibrium geometry. Source: the OMol25 dataset; level of theory: ωB97M-V with the def2-TZVPD basis set.

```
20
Properties=species:S:1:pos:R:3
C 0.962 1.198 0.454
N -0.150 0.897 -0.488
C -0.269 1.155 -1.780
N -1.403 0.817 -2.486
N 0.602 2.046 -2.545
H 1.388 0.349 0.937
H 0.661 2.046 1.185
H 1.777 1.497 -0.196
H -1.937 0.028 -2.137
H -1.719 1.387 -3.233
H 0.547 3.016 -2.278
H 0.599 1.945 -3.531
C 0.405 -2.703 2.462
C -0.294 -1.482 2.010
O -0.328 -0.474 2.687
O -1.005 -1.601 0.865
H -0.329 -3.614 2.088
H 0.483 -2.878 3.486
H 1.327 -2.831 1.840
H -1.317 -0.798 0.661
```

Energy above the lowest of the compared OMol25 structures with the same formula, charge and spin: 197.2 kJ/mol
Structure (SMILES): CN=C(N)N.CC(=O)O
Highest occupied orbital energy: -8.753 eV
HOMO-LUMO gap: 9.51 eV
Total charge: 0

Atomic partial charges in e from the Mulliken method, atoms 1 to 5: number 1, C, carries -0.84; number 2, N, carries -0.32; number 3, C, carries 0.41; number 4, N, carries -0.39; number 5, N, carries -0.51


No. 2
A structure of composition C4H11N3O2 in a non-equilibrium geometry. Source: the OMol25 dataset; level of theory: ωB97M-V with the def2-TZVPD basis set.

```
20
Properties=species:S:1:pos:R:3
C -1.019 -1.430 -1.290
C -1.170 1.050 -1.667
N -0.177 1.299 -0.937
N -1.848 -0.243 -1.417
N -2.098 2.067 -2.130
H 0.546 -0.042 0.311
H 0.321 2.189 -0.856
H -2.695 -0.358 -1.896
H -2.860 1.758 -2.689
H -1.688 2.881 -2.381
H 0.060 -1.287 -1.514
H -1.448 -2.268 -1.936
H -0.963 -1.836 -0.158
C 2.422 -0.913 3.135
C 1.642 -0.108 1.959
O 1.389 -0.812 0.892
O 1.742 1.029 2.207
H 2.006 -0.302 3.916
H 3.475 -0.675 3.093
H 2.361 -1.999 3.359
```

Energy above the lowest of the compared OMol25 structures with the same formula, charge and spin: 326.7 kJ/mol
Highest occupied orbital energy: -9.362 eV
HOMO-LUMO gap: 9.84 eV
Total charge: 0

Atomic partial charges in e from the Mulliken method, atoms 1 to 5: number 1, C, carries -0.86; number 2, C, carries 0.43; number 3, N, carries -0.51; number 4, N, carries -0.18; number 5, N, carries -0.44


No. 3
A cluster of 2 separate species, C4H11N3O2 in total in a non-equilibrium geometry. Source: the OMol25 dataset; level of theory: ωB97M-V with the def2-TZVPD basis set.

```
20
Properties=species:S:1:pos:R:3
C 1.599 0.912 0.465
N 0.542 0.319 -0.366
C 0.533 0.333 -1.624
N 1.480 0.860 -2.522
N -0.579 -0.210 -2.362
H 0.977 1.605 1.144
H 2.383 1.438 -0.060
H 1.984 0.058 1.063
H 2.043 1.575 -2.088
H 1.117 1.104 -3.426
H -1.455 -0.283 -1.840
H -0.377 -1.039 -2.900
C -0.859 -0.934 2.432
C -2.076 -0.822 1.528
O -3.165 -1.194 1.851
O -1.797 -0.518 0.248
H -0.387 -0.025 2.852
H -0.028 -1.540 2.102
H -1.161 -1.338 3.484
H -0.775 -0.300 0.018
```

Energy above the lowest of the compared OMol25 structures with the same formula, charge and spin: 106.6 kJ/mol
Structure (SMILES): CN=C(N)N.CC(=O)O
Highest occupied orbital energy: -9.631 eV
HOMO-LUMO gap: 10.18 eV
Total charge: 0

Atomic partial charges in e from the Mulliken method, atoms 1 to 5: number 1, C, carries -0.98; number 2, N, carries -0.38; number 3, C, carries 0.50; number 4, N, carries -0.48; number 5, N, carries -0.61


No. 4
A cluster of 2 separate species, C4H11N3O2 in total in a non-equilibrium geometry. Source: the OMol25 dataset; level of theory: ωB97M-V with the def2-TZVPD basis set.

```
20
Properties=species:S:1:pos:R:3
C 4.328 1.099 1.147
C 3.422 -0.078 1.428
O 3.883 -1.245 0.958
O 2.374 0.003 1.944
H 4.147 1.502 0.110
H 5.392 1.021 1.142
H 3.823 2.072 1.472
C -2.858 1.300 -0.125
C -2.474 -0.939 -1.203
N -3.116 -1.781 -2.022
N -3.148 -0.114 -0.278
N -1.032 -1.027 -1.216
H -4.032 -1.912 -2.110
H 3.255 -2.125 0.880
H -4.346 -0.155 -0.305
H -0.619 -0.727 -0.235
H -0.691 -1.933 -1.528
H -2.533 1.876 -1.048
H -2.040 1.393 0.591
H -3.735 1.770 0.395
```

Energy above the lowest of the compared OMol25 structures with the same formula, charge and spin: 391.5 kJ/mol
Highest occupied orbital energy (spin up / spin down): -12.852 / -12.852 eV
<S²>: 0.77
Spin multiplicity: 2
HOMO-LUMO gap (spin up / spin down): 8.88 / 4.66 eV
Total charge: +1

Atomic partial charges in e from the Mulliken method, atoms 1 to 5: number 1, C, carries -0.93; number 2, C, carries 0.68; number 3, O, carries -0.51; number 4, O, carries -0.52; number 5, H, carries 0.26


No. 5
A cluster of 2 separate species, C4H11N3O3P in total in a non-equilibrium geometry. Source: the OMol25 dataset; level of theory: ωB97M-V with the def2-TZVPD basis set.

```
22
Properties=species:S:1:pos:R:3
N 2.514 -0.634 1.811
P 1.851 0.400 0.804
O 2.322 0.183 -0.815
O 2.257 2.003 1.200
N 0.094 0.264 0.995
C -0.367 -1.026 1.479
C -1.887 -0.786 1.517
N -2.118 0.593 1.087
C -0.891 1.285 0.747
H 3.110 -1.293 1.283
H 2.429 -0.772 -1.028
H 2.671 1.916 2.099
H 0.219 -1.965 1.753
H -2.703 -1.536 1.825
H -3.056 1.017 1.036
H -0.727 2.353 0.391
C -0.889 -0.630 -2.912
O -0.988 0.754 -2.604
H -0.587 -0.738 -3.953
H -0.139 -1.099 -2.268
H -1.860 -1.111 -2.766
H -1.255 0.822 -1.680
```

Highest occupied orbital energy: -13.581 eV
HOMO-LUMO gap: 8.85 eV
Total charge: +1

Atomic partial charges in e from the Mulliken method, atoms 1 to 5: number 1, N, carries -0.72; number 2, P, carries 0.72; number 3, O, carries -0.49; number 4, O, carries -0.53; number 5, N, carries 0.28


No. 6
The molecule C4H11N3S in a non-equilibrium geometry. Source: the OMol25 dataset; level of theory: ωB97M-V with the def2-TZVPD basis set.

```
19
Properties=species:S:1:pos:R:3
H 0.268 2.818 0.438
N 0.732 1.887 0.472
C -0.172 1.108 -0.157
N -1.540 1.473 -0.465
C 0.263 -0.228 -0.724
C 1.569 -0.672 -0.025
S 3.279 -0.018 -0.190
N -0.988 -1.038 -0.709
C -1.306 -1.347 0.724
H -2.391 0.760 -0.508
H -1.940 2.225 -0.084
H 0.339 0.226 -1.918
H 2.001 -1.734 -0.263
H 1.404 -0.667 1.050
H 3.387 1.194 0.305
H -0.929 -1.863 -1.201
H -1.983 -2.460 0.853
H -1.674 -0.153 1.043
H -0.321 -1.512 1.358
```

Energy above the lowest of the compared OMol25 structures with the same formula, charge and spin: 417.3 kJ/mol
Structure (SMILES): [H]/N=C(\N)[C@@H](CS)NC
Highest occupied orbital energy: -8.692 eV
HOMO-LUMO gap: 9.48 eV
Total charge: 0

Atomic partial charges in e from the Mulliken method, atoms 1 to 5: number 1, H, carries 0.24; number 2, N, carries -0.60; number 3, C, carries 0.08; number 4, N, carries -0.49; number 5, C, carries 0.52


No. 7
A cluster of 3 separate species, C4H11N3S in total in a non-equilibrium geometry. Source: the OMol25 dataset; level of theory: ωB97M-V with the def2-TZVPD basis set.

```
19
Properties=species:S:1:pos:R:3
C -0.977 -0.546 -1.002
C -1.076 -1.428 -0.053
C -0.441 -0.964 -2.351
C 0.856 2.678 2.160
N 2.189 -0.010 -0.332
N 2.285 -1.056 2.062
N 0.723 2.445 0.921
S 1.516 -0.215 1.002
H -1.539 0.473 -1.089
H -0.577 -2.375 -0.244
H -1.293 -1.103 -3.034
H 0.061 0.001 -2.707
H 0.264 -1.751 -2.357
H 1.293 3.512 2.690
H 0.345 2.098 2.998
H -1.400 -1.150 0.924
H 1.573 0.248 -1.036
H 3.250 -1.398 1.943
H 1.238 3.180 0.323
```

Energy above the lowest of the compared OMol25 structures with the same formula, charge and spin: 435.1 kJ/mol
Highest occupied orbital energy: -9.401 eV
HOMO-LUMO gap: 9.89 eV
Total charge: 0

Atomic partial charges in e from the Mulliken method, atoms 1 to 5: number 1, C, carries 0.01; number 2, C, carries -0.83; number 3, C, carries -1.07; number 4, C, carries -0.23; number 5, N, carries -0.61


No. 8
The ion C4H11N3S with charge +2 in a non-equilibrium geometry. Source: the OMol25 dataset; level of theory: ωB97M-V with the def2-TZVPD basis set.

```
19
Properties=species:S:1:pos:R:3
C -1.943 -0.984 0.082
C -0.519 -0.816 -0.006
N 0.164 -2.200 0.160
C -0.070 -0.050 -1.264
N 0.433 1.082 -1.187
C 0.474 1.701 0.133
N 1.766 2.242 0.429
S 0.130 0.345 1.364
H -2.273 -1.241 1.128
H -2.453 -1.578 -0.710
H -2.252 0.041 -0.213
H -0.264 -2.795 0.866
H 1.075 -2.051 0.529
H 0.240 -2.637 -0.779
H -0.398 -0.446 -2.202
H -0.372 2.394 0.008
H 2.355 1.326 0.581
H 1.682 2.820 1.338
H 2.224 2.849 -0.258
```

Energy above the lowest of the compared OMol25 structures with the same formula, charge and spin: 174.9 kJ/mol
Structure (SMILES): C[C@@]1([NH3+])C=N[C@H]([NH3+])S1
Highest occupied orbital energy: -18.402 eV
HOMO-LUMO gap: 10.78 eV
Total charge: +2

Atomic partial charges in e from the Mulliken method, atoms 1 to 5: number 1, C, carries -1.29; number 2, C, carries 0.34; number 3, N, carries -0.14; number 4, C, carries -0.43; number 5, N, carries -0.39


No. 9
The ion C4H11N4 with charge +1 in a non-equilibrium geometry. Source: the OMol25 dataset; level of theory: ωB97M-V with the def2-TZVPD basis set.

```
19
Properties=species:S:1:pos:R:3
C -2.524 0.137 0.871
N -2.253 -0.001 -0.602
C -1.093 -0.462 -0.946
N -0.321 -1.213 -0.202
N 0.731 -1.206 0.380
C 1.444 0.008 0.478
C 2.837 -0.391 -0.144
N 0.721 1.125 -0.058
H -2.136 -0.639 1.464
H -2.050 0.990 1.136
H -3.643 0.199 1.119
H -2.862 0.261 -1.267
H -1.011 -0.620 -2.101
H 1.733 0.112 1.633
H 2.531 -0.814 -1.164
H 3.197 -1.161 0.406
H 3.365 0.644 -0.141
H 0.264 0.990 -0.878
H 1.070 2.039 0.017
```

Energy above the lowest of the compared OMol25 structures with the same formula, charge and spin: 449.2 kJ/mol
Structure (SMILES): C/[NH+]=C\N=N/[C@@H](C)N
Highest occupied orbital energy: -13.928 eV
HOMO-LUMO gap: 9.41 eV
Total charge: +1

Atomic partial charges in e from the Mulliken method, atoms 1 to 5: number 1, C, carries -0.93; number 2, N, carries -0.01; number 3, C, carries -0.07; number 4, N, carries 0.06; number 5, N, carries -0.27


No. 10
A structure of composition C4H11N5 in a non-equilibrium geometry. Source: the OMol25 dataset; level of theory: ωB97M-V with the def2-TZVPD basis set.

```
20
Properties=species:S:1:pos:R:3
C -1.063 1.213 -0.782
C 0.943 0.394 -1.936
N 0.225 0.522 -0.661
N -0.558 -0.816 1.301
C 1.238 0.896 0.582
C 0.348 -0.819 0.201
N -0.839 -2.100 1.825
N 1.071 1.911 1.271
N 0.742 -1.840 -0.438
H -0.320 -0.122 1.999
H -0.222 -2.336 2.598
H -1.803 -2.123 2.140
H 0.462 2.671 0.968
H 0.549 -2.691 0.081
H -1.684 0.705 -1.523
H -1.572 1.202 0.180
H -0.898 2.249 -1.086
H 1.907 -0.074 -1.749
H 1.096 1.393 -2.347
H 0.375 -0.234 -2.624
```

Energy above the lowest of the compared OMol25 structures with the same formula, charge and spin: 431.7 kJ/mol
Highest occupied orbital energy: -7.720 eV
HOMO-LUMO gap: 8.47 eV
Total charge: 0

Atomic partial charges in e from the Mulliken method, atoms 1 to 5: number 1, C, carries -1.05; number 2, C, carries -0.90; number 3, N, carries 0.20; number 4, N, carries -0.04; number 5, C, carries -0.17


No. 11
The ion C4H11N5 with charge +2 in a non-equilibrium geometry. Source: the OMol25 dataset; level of theory: ωB97M-V with the def2-TZVPD basis set.

```
20
Properties=species:S:1:pos:R:3
N -0.409 2.838 0.006
C -0.568 1.561 0.496
C 0.110 1.230 1.597
N 0.079 -0.030 2.396
N -1.102 0.569 -0.296
C -0.768 -0.588 -0.838
N 0.219 -1.382 -0.597
C 0.886 -2.297 -1.251
N 1.163 -2.136 -2.499
H -0.111 3.541 0.625
H -1.132 3.149 -0.598
H 0.702 1.940 2.076
H 1.044 -0.385 2.661
H -0.286 -0.857 1.903
H -0.462 0.111 3.386
H -1.832 0.947 -0.764
H -1.629 -0.935 -1.394
H 1.447 -3.120 -0.823
H 1.815 -2.788 -3.030
H 0.835 -1.369 -3.056
```

Energy above the lowest of the compared OMol25 structures with the same formula, charge and spin: 37.5 kJ/mol
Structure (SMILES): N/C(=C/[NH3+])N/C=N/C=[NH2+]
Highest occupied orbital energy: -16.636 eV
HOMO-LUMO gap: 8.75 eV
Total charge: +2

Atomic partial charges in e from the Mulliken method, atoms 1 to 5: number 1, N, carries -0.44; number 2, C, carries 0.53; number 3, C, carries -0.67; number 4, N, carries -0.36; number 5, N, carries -0.20


No. 12
A structure of composition C4H11N5PtSbSe4. Source: the OMol25 dataset; level of theory: ωB97M-V with the def2-TZVPD basis set.

```
26
Properties=species:S:1:pos:R:3
Pt 1.825 -1.498 -0.455
Se 4.266 1.734 1.735
Sb 4.215 -0.702 1.874
Se 4.231 -1.657 -0.486
Se 1.844 -1.710 1.903
Se 5.653 -1.697 3.505
C -2.994 -1.540 -0.081
N -2.358 -0.254 -0.266
C -3.139 0.661 -1.086
C -0.975 -0.243 -0.416
N -0.269 -1.301 -0.602
N -0.432 1.004 -0.250
C 0.899 1.406 -0.468
N 1.278 2.424 0.386
N 1.589 0.868 -1.392
H -4.010 -1.371 0.270
H -2.461 -2.121 0.670
H -3.053 -2.122 -1.013
H -4.097 0.847 -0.603
H -3.326 0.245 -2.084
H -2.619 1.607 -1.206
H -0.819 -2.133 -0.761
H -0.960 1.590 0.376
H 0.875 2.323 1.310
H 2.299 2.401 0.518
H 2.537 1.240 -1.376
```

Highest occupied orbital energy: -3.985 eV
HOMO-LUMO gap: 5.97 eV
Total charge: -1

Atomic partial charges in e from the Mulliken method, atoms 1 to 5: number 1, Pt, carries 0.54; number 2, Se, carries -0.68; number 3, Sb, carries 0.74; number 4, Se, carries -0.48; number 5, Se, carries -0.61